A structure of composition C23H41HoIP2 at a distorted geometry. Source: OMol25; level of theory: ωB97M-V with the def2-TZVPD basis set.

Element x y z (Å)
Ho1 2.101 -0.105 -1.607
I1 4.335 1.645 -2.122
P1 0.157 1.443 -4.967
P2 0.381 -0.996 -3.381
C1 0.474 -1.436 0.095
C2 -0.745 0.767 0.802
C3 -1.837 0.599 -2.555
C4 -4.275 1.300 -2.936
C5 0.451 -0.078 0.534
C6 -3.998 0.403 -5.314
C7 2.221 -3.337 0.013
C8 -2.870 1.737 -2.661
C9 4.108 -0.805 0.789
C10 -2.711 1.219 -5.628
C11 1.813 -1.918 0.202
C12 2.631 -0.833 0.667
C13 -0.698 -2.259 -0.315
C14 1.323 0.470 -4.029
C15 -1.449 0.514 -5.125
C16 2.201 1.610 1.415
C17 -4.740 0.741 -4.055
C18 2.237 -2.059 -3.043
C19 -1.598 -0.222 -3.803
C20 0.186 -2.052 -4.893
C21 0.036 3.022 -4.133
C22 1.780 0.296 0.879
C23 0.833 1.706 -6.619
H1 -1.183 -0.210 -5.913
H2 2.703 -2.042 -4.034
H3 -3.754 -0.672 -5.352
H4 -0.838 -2.106 -5.282
H5 2.912 1.495 2.242
H6 -0.699 1.719 0.247
H7 1.839 -3.059 -2.868
H8 2.696 2.214 0.644
H9 -2.111 -0.090 -1.742
H10 1.739 -3.787 -0.870
H11 1.539 0.910 -6.902
H12 -2.632 1.286 -6.725
H13 1.927 -3.958 0.881
H14 -4.702 0.559 -6.144
H15 4.563 -1.758 0.491
H16 -0.799 1.026 1.876
H17 -2.871 2.265 -1.697
H18 -4.951 1.492 -2.097
H19 1.335 2.180 1.761
H20 3.051 -1.872 -2.274
H21 -2.506 2.459 -3.404
H22 -2.207 -1.136 -3.861
H23 0.478 -3.063 -4.592
H24 0.081 2.921 -3.037
H25 -2.793 2.254 -5.268
H26 0.891 3.631 -4.468
H27 4.549 -0.018 0.141
H28 -0.675 -2.491 -1.396
H29 -1.680 0.259 0.529
H30 1.737 1.223 -3.283
H31 0.854 -1.718 -5.696
H32 3.308 -3.430 -0.106
H33 0.034 1.762 -7.370
H34 -0.899 3.529 -4.423
H35 1.371 2.667 -6.623
H36 -0.723 -3.219 0.227
H37 -1.637 -1.729 -0.117
H38 2.165 0.162 -4.660
H39 -5.792 0.447 -4.072
H40 4.411 -0.560 1.820
H41 -0.897 1.072 -2.191

Values from the calculation:
relative energy (zero: lowest compared OMol25 entry of this formula, charge and spin)	0.000	eV
spin multiplicity	5
net charge	+1
frontier orbital gap (alpha / beta)	7.14 / 7.24	eV
expectation value of S²	6.0061

The ion C2H7N2 with charge +1 at a distorted geometry. Source: OMol25; level of theory: ωB97M-V with the def2-TZVPD basis set.

Element x y z (Å)
N1 -0.619 -0.530 0.270
N2 1.734 0.063 -0.604
C1 -1.749 0.234 -0.246
C2 0.540 0.095 0.682
H1 0.373 1.176 0.828
H2 1.420 -0.813 -0.964
H3 -2.135 -0.305 -1.121
H4 1.131 -0.341 1.509
H5 -2.562 0.317 0.509
H6 -1.461 1.260 -0.577
H7 2.686 0.000 -0.466

Values from the calculation:
relative energy (zero: lowest compared OMol25 entry of this formula, charge and spin)	6.456	eV
spin multiplicity	1
net charge	+1
frontier orbital gap	6.93	eV